C3H9N2 | wB97M-V/def2-TZVPD

```
14
Properties=species:S:1:pos:R:3:nbo_charge:R:1
C -0.97082 0.54496 0.31507 0.046
C 0.79958 -0.51035 -1.19484 -0.667
H 0.74563 -0.47473 1.98457 0.440
N 1.18409 0.06008 1.23375 -0.684
H 2.05856 -0.43998 1.03906 0.452
H 1.52125 0.02700 -1.80246 0.255
C 0.28951 0.16282 0.02861 0.025
H 1.19175 -1.48435 -0.86412 0.220
H -1.16993 0.95487 1.30144 0.195
H -2.82571 0.96428 -0.31043 0.404
H -2.17185 -0.43302 -0.99251 0.403
H -0.03306 -0.81451 -1.82514 0.256
H 1.37572 0.96848 1.68174 0.448
N -1.99469 0.47446 -0.59473 -0.791
```

Net charge: +1
HOMO-LUMO gap: 9.4 eV
ΔE to the lowest compared entry with this formula, charge and spin: 27.2 kcal per mole